(1)
C9H24N3O6Sr | the ωB97M-V functional and the def2-TZVPD basis

Computed properties:
lowest unoccupied orbital energy	2.54	eV
ΔE to the lowest compared entry with this formula, charge and spin	2.4	kcal/mol
net charge	-1
calculated total energy	-1003.82003	a.u.
highest occupied orbital energy	-3.0	eV

Geometry as XYZ:
```
43
Properties=species:S:1:pos:R:3:forces:R:3:mulliken_charge:R:1
Sr 13.627694 4.463115 4.397187 0.81 1.11 -0.44 1.809
O 14.625569 6.584659 3.895968 -0.34 0.12 0.11 -0.915
H 14.312070 7.488514 3.896168 -0.13 0.23 0.08 0.046
O 15.760642 3.983231 3.294610 -0.15 -0.65 0.01 -0.958
H 15.760570 3.196114 2.740573 0.12 -0.07 -0.11 0.078
O 11.280802 4.799500 4.415054 0.04 0.11 0.21 -1.038
H 10.589832 4.392545 3.899766 -0.32 -0.13 -0.10 0.070
C 12.303792 3.691528 1.267759 0.21 0.64 0.13 -0.021
O 12.936090 3.316846 2.236836 -0.22 -0.89 -0.35 -0.448
N 12.479575 4.889479 0.689237 -0.37 -0.48 -0.36 0.254
C 13.576418 5.771971 1.060400 -0.04 0.15 -0.21 -1.210
C 11.598237 5.333346 -0.370707 0.76 0.65 0.34 -0.886
H 11.526325 3.081221 0.770041 0.02 0.00 0.15 0.282
H 14.279648 5.306265 1.755959 -0.04 -0.04 -0.03 0.586
H 13.192509 6.678305 1.530744 0.08 -0.04 0.04 0.281
H 14.098033 6.025216 0.127812 0.07 0.10 0.17 0.310
H 12.205940 5.594324 -1.244262 -0.16 -0.26 -0.19 0.295
H 10.846758 4.587009 -0.602486 -0.05 -0.07 -0.06 0.279
H 11.129091 6.272707 -0.063979 -0.28 -0.12 0.03 0.307
C 13.496288 0.891768 5.466102 0.24 0.47 -0.04 0.040
O 13.264478 2.052297 5.185576 -0.25 -0.38 0.58 -0.446
N 14.150994 0.050821 4.662974 0.13 -0.99 -0.58 0.147
C 14.552466 -1.280675 5.070474 0.80 0.40 0.14 -0.858
C 14.710842 0.483418 3.388735 0.30 0.27 0.15 -0.555
H 13.224459 0.438010 6.436610 -0.15 0.02 -0.07 0.189
H 15.619889 -1.273174 5.338856 -0.09 0.00 0.04 0.346
H 14.485773 -1.957763 4.219708 -0.40 -0.14 0.11 0.266
H 14.010476 -1.639654 5.942566 -0.26 0.01 -0.14 0.279
H 15.782304 0.669265 3.511860 -0.05 0.18 -0.01 0.349
H 14.612964 -0.305897 2.642149 -0.28 -0.05 0.04 0.342
H 14.232668 1.401574 3.054051 0.00 -0.02 0.02 -0.094
C 15.077644 4.852768 7.809827 -0.19 0.25 0.58 0.014
O 14.776534 4.790760 6.649606 -0.01 -0.29 -0.09 -0.547
N 14.406926 4.261751 8.834737 0.45 -0.58 -0.11 0.139
C 14.890037 4.380627 10.183033 -0.27 0.45 0.62 -0.934
C 13.326424 3.310864 8.597017 0.44 0.41 0.64 -0.716
H 15.912197 5.466644 8.186936 0.13 0.00 -0.18 0.276
H 14.186935 4.968407 10.787859 -0.03 -0.13 0.03 0.315
H 15.840655 4.909013 10.248000 0.04 -0.02 -0.33 0.312
H 15.020358 3.420906 10.689662 -0.03 -0.16 -0.25 0.299
H 13.072573 3.320846 7.541789 -0.29 0.02 0.06 0.107
H 13.635522 2.308657 8.912855 0.12 -0.05 -0.19 0.293
H 12.516821 3.596657 9.273027 -0.36 -0.04 -0.44 0.318
```
Positions in Å, forces in eV/Å.

***

(2)
CH4CaIO | the ωB97M-V functional and the def2-TZVPD basis

Computed properties:
lowest unoccupied orbital energy	-6.58	eV
ΔE to the lowest compared entry with this formula, charge and spin	4.0	kcal/mol
net charge	+1
calculated total energy	-1090.79188	a.u.
highest occupied orbital energy	-12.3	eV

Geometry as XYZ:
```
8
Properties=species:S:1:pos:R:3:forces:R:3:mulliken_charge:R:1
Ca -16.932619 20.974965 31.644704 -1.34 -0.87 -0.54 1.210
I -19.264167 19.438721 30.661779 1.35 0.85 0.54 -0.181
C -23.158292 22.073207 31.030538 0.30 0.54 -0.72 -0.488
O -22.874587 20.712438 31.275912 0.02 -0.03 0.08 -0.419
H -22.398949 22.755148 31.438286 -0.15 -0.15 0.35 0.208
H -23.181402 22.318819 29.957803 -0.17 -0.28 0.08 0.249
H -24.136808 22.309599 31.434453 0.02 -0.05 0.20 0.222
H -22.094350 20.469782 30.770025 -0.04 -0.02 0.01 0.199
```
Positions in Å, forces in eV/Å.

***

(3)
C22H39CrF6N5O8S2 | the ωB97M-V functional and the def2-TZVPD basis

Computed properties:
lowest unoccupied orbital energy (spin up / spin down)	-4.27 / -3.75	eV
ΔE to the lowest compared entry with this formula, charge and spin	0.0	kcal/mol
⟨S²⟩	0.764
net charge	+1
multiplicity	2
calculated total energy	-4177.17526	a.u.
highest occupied orbital energy (spin up / spin down)	-11.6 / -11.6	eV

Geometry as XYZ:
```
83
Properties=species:S:1:pos:R:3:forces:R:3:mulliken_charge:R:1
Cr 0.519155 -0.270626 -1.009040 -0.07 0.10 0.24 -0.100
C -1.395236 3.273542 -1.053801 0.00 0.01 -0.02 -1.786
C -0.176235 2.619812 -1.694403 0.04 -0.03 0.00 0.081
C 1.200569 2.943334 -1.004432 0.07 -0.03 -0.01 -2.264
C 1.720229 2.894816 0.490386 -0.04 -0.05 -0.06 1.724
C 1.051003 4.007242 1.301261 0.01 -0.01 -0.01 -1.633
C 3.229287 3.089303 0.437635 -0.02 0.02 0.01 -2.107
N 1.435211 1.646446 1.359568 -0.23 0.00 0.10 0.518
C 2.183371 0.342864 1.429500 -0.06 -0.12 0.08 -0.632
C 1.476529 -0.634948 2.406313 -0.01 0.01 -0.02 -1.705
N 0.171250 -1.071207 1.941807 -0.05 0.00 -0.04 0.831
C -0.936602 -0.240297 2.373412 -0.01 0.06 -0.01 -1.416
C -1.546620 0.499569 1.198071 -0.05 0.01 0.00 -0.202
O -2.732085 0.705651 1.078245 0.01 -0.03 0.00 -0.618
O -0.660689 0.873781 0.291007 0.19 0.11 0.16 1.304
C -0.106367 -2.539177 1.841581 0.07 -0.02 0.05 -0.233
C -1.128583 -3.050670 2.854902 0.00 -0.01 0.00 -2.127
C -0.323811 -3.088783 0.409145 -0.03 0.04 -0.03 -0.387
C -1.450173 -2.735674 -0.599764 -0.07 0.06 0.14 1.419
C -1.305826 -3.660177 -1.805341 -0.01 -0.05 0.03 -1.981
C -2.853913 -2.887117 -0.011301 0.03 -0.03 0.00 -1.866
N -1.303789 -1.283179 -1.030706 0.08 -0.10 -0.19 0.616
C -1.843775 -0.833204 -2.341184 -0.10 0.03 0.01 -0.533
C -1.783523 0.700171 -2.337251 -0.07 0.02 0.03 -1.507
N -0.367186 1.165935 -2.216993 -0.06 -0.02 0.00 0.707
C 0.303581 1.022335 -3.535185 0.06 -0.03 -0.09 -1.072
C 1.707020 0.477277 -3.300973 -0.36 0.08 -0.23 0.545
O 1.980730 0.533756 -2.016163 0.17 -0.35 0.01 -0.974
O 1.278309 -1.898398 -1.909232 -0.21 -0.06 -0.11 -0.422
H -1.137472 4.318568 -0.873478 0.00 0.01 0.00 0.461
H -1.720915 2.828340 -0.121949 0.00 -0.02 0.02 0.244
H -2.239688 3.284366 -1.741686 -0.01 -0.01 -0.01 0.487
H -0.052965 3.171932 -2.629290 0.05 0.00 0.03 0.817
H 1.297188 4.015887 -1.196881 -0.04 0.00 0.03 0.784
H 1.973097 2.490160 -1.609243 0.00 0.06 -0.01 0.516
H 1.189476 4.962978 0.800001 0.00 0.01 0.00 0.410
H 1.496102 4.093701 2.295811 0.00 0.00 0.01 0.481
H -0.021491 3.836824 1.407048 -0.02 -0.01 0.00 0.333
H 3.460095 4.049308 -0.022406 0.01 -0.01 -0.02 0.471
H 3.714469 2.315563 -0.159811 0.00 -0.02 0.00 0.392
H 3.662135 3.092325 1.439735 0.00 0.02 0.02 0.392
H 0.437156 1.359522 1.045197 0.03 0.00 0.00 -0.242
H 1.384614 1.989728 2.318043 0.05 0.01 0.00 0.653
H 3.212320 0.535624 1.734752 0.00 -0.06 -0.05 0.552
H 2.865294 -0.101833 -0.442246 0.09 -0.20 0.07 0.271
H 1.438506 -0.181555 3.406373 -0.02 -0.01 -0.01 0.534
H 2.144631 -1.495131 2.460629 0.03 0.02 0.02 0.595
H -0.603650 0.513850 3.098246 0.01 -0.01 0.00 0.408
H -1.723538 -0.800372 2.871599 0.00 0.01 -0.02 0.571
H 0.830846 -3.025508 2.126774 -0.04 0.04 -0.04 0.450
H -2.156685 -2.764387 2.640306 0.00 0.00 0.00 0.485
H -0.880765 -2.718086 3.863872 0.01 0.00 0.01 0.464
H -1.091171 -4.139421 2.852121 0.00 -0.01 0.00 0.421
H -0.370003 -4.173025 0.539690 -0.02 0.00 0.00 1.226
H 0.603925 -2.936367 -0.128947 -0.01 -0.03 0.01 -1.521
H -1.287927 -4.693326 -1.460449 -0.03 -0.01 -0.01 0.579
H -0.388009 -3.476603 -2.356085 0.03 0.00 0.01 0.118
H -2.156142 -3.557062 -2.480418 0.01 0.02 -0.03 0.436
H -2.957982 -3.864790 0.458184 -0.01 -0.02 -0.02 0.417
H -3.614017 -2.813347 -0.790787 -0.01 0.02 -0.01 0.401
H -3.071765 -2.127386 0.742367 0.01 0.00 0.03 0.393
H -1.893410 -0.788052 -0.370300 0.05 0.05 -0.01 0.615
H -2.885686 -1.139363 -2.468015 0.02 -0.01 -0.01 0.694
H -1.258194 -1.283717 -3.142404 0.01 0.03 -0.02 0.464
H -2.343527 1.064513 -1.479369 -0.01 -0.01 -0.01 0.576
H -2.240145 1.102143 -3.244589 0.01 0.00 0.01 0.336
H 0.368790 1.980311 -4.054202 -0.01 -0.04 -0.06 0.499
H -0.247916 0.341786 -4.180553 0.01 -0.04 0.03 0.484
F 5.020238 -4.995445 -0.788715 -0.03 -0.02 0.02 -0.202
C 4.815051 -4.398850 0.373586 -0.04 -0.07 0.05 0.672
F 5.646087 -3.351857 0.472210 -0.02 0.01 -0.02 -0.237
F 5.075778 -5.248234 1.358545 -0.03 0.04 -0.02 -0.202
S 3.055065 -3.716908 0.590289 0.30 0.08 -0.13 0.533
O 2.138364 -0.302913 0.192240 0.05 0.50 -0.06 0.832
O 2.318101 -4.743060 1.323510 -0.09 -0.12 0.09 -0.682
N 2.601921 -3.817768 -0.999251 0.11 -0.17 0.00 -0.548
S 2.629003 -2.559844 -1.861914 0.00 0.18 0.01 1.348
O 3.707030 -1.631074 -1.650240 0.05 0.00 0.01 -0.762
O 2.397895 0.047136 -4.178663 0.19 0.19 0.03 -0.677
C 2.752515 -3.242488 -3.609324 0.03 0.02 -0.10 0.670
F 2.980256 -4.542172 -3.578936 -0.01 0.01 0.03 -0.206
F 1.615514 -3.014924 -4.264081 0.02 -0.02 0.04 -0.179
F 3.746834 -2.630280 -4.220266 -0.02 -0.01 0.03 -0.202
```
Positions in Å, forces in eV/Å.

***

(4)
C4H7NO2 | the ωB97M-V functional and the def2-TZVPD basis

Computed properties:
lowest unoccupied orbital energy	0.91	eV
ΔE to the lowest compared entry with this formula, charge and spin	80.5	kcal/mol
net charge	0
calculated total energy	-361.75252	a.u.
highest occupied orbital energy	-9.7	eV

Geometry as XYZ:
```
14
Properties=species:S:1:pos:R:3:forces:R:3:mulliken_charge:R:1
O -2.080737 1.639341 -0.288370 -0.32 0.20 0.05 -0.368
N -0.715609 1.722072 -0.527812 0.48 -0.43 0.12 -0.564
C -0.120964 0.671772 -0.145811 -0.11 0.48 -0.03 0.345
C 1.311539 0.235517 -0.364110 0.10 0.13 -0.04 -0.509
C 0.737058 -1.202963 -0.361917 0.06 -0.25 -0.06 -0.574
C -0.528797 -0.707745 0.374996 -0.24 -0.05 -0.30 -0.024
O -0.524626 -0.853244 1.774218 0.35 0.17 0.24 -0.528
H -2.398466 2.505160 -0.572896 0.01 -0.16 0.03 0.370
H 1.937946 0.457641 0.507418 -0.06 -0.09 -0.08 0.221
H 1.834632 0.566842 -1.262418 -0.15 0.07 0.10 0.314
H 1.307074 -2.020162 0.090748 -0.11 0.17 -0.08 0.300
H 0.433705 -1.439663 -1.384635 0.20 -0.27 0.08 0.269
H -1.479896 -1.118402 0.036054 0.06 0.15 -0.02 0.406
H 0.287141 -0.456166 2.124536 -0.26 -0.12 -0.03 0.342
```
Positions in Å, forces in eV/Å.

***

(5)
C10H16NS2 | the ωB97M-V functional and the def2-TZVPD basis

Computed properties:
lowest unoccupied orbital energy	-4.93	eV
ΔE to the lowest compared entry with this formula, charge and spin	99.1	kcal/mol
net charge	+1
calculated total energy	-1241.35326	a.u.
highest occupied orbital energy	-10.6	eV

Geometry as XYZ:
```
29
Properties=species:S:1:pos:R:3:forces:R:3:mulliken_charge:R:1
C 1.184270 -5.669268 -0.586990 0.60 0.60 -0.39 -0.355
C 0.775214 -6.830142 0.148813 -2.18 2.12 -1.51 -0.573
C 0.163077 -4.876420 -1.020894 -1.98 1.52 -0.76 -0.241
C -0.591448 -6.850561 0.207334 0.04 -0.80 0.63 -0.214
C -3.268176 -6.607809 2.273064 0.58 -0.86 0.61 0.050
C -0.018894 3.533844 -1.928793 1.09 -1.11 0.43 -1.007
C 1.219448 0.707712 1.743198 -0.39 2.46 0.87 -1.037
C -0.344292 3.180611 1.240750 -0.42 0.37 0.85 -0.095
C -0.352793 2.382567 -0.920641 -0.18 0.65 -1.35 -0.890
C 1.451197 1.804667 0.709760 4.01 -0.09 -0.70 -0.512
N 0.267665 2.476324 0.388738 -2.18 1.46 -0.36 0.252
S -4.063422 -5.540482 1.575077 -0.78 0.83 -0.44 -0.058
S -1.434415 -5.587629 -0.609237 2.53 0.12 0.26 -0.083
H 2.231186 -5.445781 -0.799998 -0.32 0.06 0.13 0.341
H 1.398013 -7.582338 0.508039 0.91 -0.96 0.70 0.445
H 0.038260 -3.831556 -1.544390 0.98 -2.47 0.96 0.276
H 0.024935 4.482231 -1.448902 -0.93 0.98 0.36 0.364
H 1.040242 3.502857 -2.318695 -1.16 -0.72 0.12 0.322
H -0.760429 3.421271 -2.727341 0.40 0.51 0.08 0.340
H 0.945941 1.231341 2.713112 -0.16 -0.91 -1.10 0.364
H 0.552316 -0.055222 1.444019 -0.80 -0.71 -0.20 0.364
H 2.168081 0.333538 1.927882 1.75 -1.21 0.40 0.354
H -1.349661 3.515545 0.987375 0.36 0.32 0.18 0.272
H -1.119236 -7.582555 0.793485 -0.38 -0.14 -0.20 0.414
H 0.118449 3.387781 2.209972 -0.30 -0.12 -0.27 0.286
H -0.039982 1.514130 -1.403762 0.88 -1.72 -0.46 0.421
H -1.403776 2.180967 -0.768958 -0.43 0.67 0.02 0.536
H 1.927355 1.463621 -0.307312 -0.74 0.46 2.17 0.358
H 2.147080 2.585050 1.206003 -0.80 -1.31 -1.03 0.306
```
Positions in Å, forces in eV/Å.

***

no.,molecular weight (g/mol)
1,357.93
2,199.02
3,731.70
4,101.10
5,214.38